# 1
{"formula": "C35H73ClN7O10", "method": "the ωB97M-V functional and the def2-TZVPD basis", "elements": ["C", "C", "C", "O", "C", "C", "N", "C", "C", "C", "O", "O", "C", "O", "C", "C", "C", "C", "C", "C", "C", "C", "Cl", "H", "H", "H", "H", "H", "H", "H", "H", "H", "H", "H", "H", "H", "H", "H", "H", "H", "H", "H", "H", "H", "H", "H", "H", "H", "H", "H", "H", "H", "H", "H", "C", "C", "O", "N", "C", "H", "H", "H", "H", "H", "H", "H", "C", "C", "O", "N", "C", "H", "H", "H", "H", "H", "H", "H", "C", "C", "O", "N", "C", "H", "H", "H", "H", "H", "H", "H", "C", "C", "O", "N", "C", "H", "H", "H", "H", "H", "H", "H", "C", "C", "O", "N", "C", "H", "H", "H", "H", "H", "H", "H", "C", "C", "O", "N", "C", "H", "H", "H", "H", "H", "H", "H"], "xyz": [[-3.68, 0.31, -5.40], [-3.01, 0.38, -4.02], [-1.50, 0.28, -4.11], [-0.91, -0.25, -2.92], [0.03, 0.60, -2.32], [-0.70, 1.74, -1.66], [-0.38, 2.99, -1.69], [0.81, 3.54, -2.31], [1.73, 4.36, -1.36], [1.58, 4.14, 0.12], [1.63, 5.08, 0.91], [1.38, 2.86, 0.53], [-1.42, 3.84, -1.05], [-2.11, 4.45, -2.11], [-1.67, 5.76, -2.49], [-1.36, 5.88, -4.00], [-1.58, 4.61, -4.83], [-2.36, 2.84, -0.38], [-1.90, 1.44, -0.85], [-1.40, 0.65, 0.42], [-1.35, -0.87, 0.26], [-2.74, -1.50, 0.34], [-3.30, -1.49, 2.03], [-4.32, 1.16, -5.59], [-4.32, -0.57, -5.44], [-2.95, 0.23, -6.19], [-3.36, -0.43, -3.39], [-3.32, 1.30, -3.51], [-1.07, 1.25, -4.37], [-1.27, -0.40, -4.93], [0.57, 0.04, -1.57], [0.72, 0.94, -3.08], [0.54, 4.18, -3.14], [1.39, 2.74, -2.75], [1.53, 5.41, -1.52], [2.76, 4.18, -1.67], [1.01, 2.92, 1.41], [-1.00, 4.57, -0.35], [-0.81, 6.06, -1.90], [-2.47, 6.45, -2.23], [-1.99, 6.66, -4.42], [-0.34, 6.21, -4.11], [-2.56, 4.58, -5.29], [-0.84, 4.58, -5.62], [-1.46, 3.69, -4.25], [-2.40, 2.95, 0.69], [-3.33, 3.11, -0.78], [-2.64, 0.80, -1.30], [-0.43, 1.04, 0.73], [-2.14, 0.85, 1.18], [-0.78, -1.27, 1.10], [-0.84, -1.21, -0.64], [-3.44, -0.96, -0.28], [-2.67, -2.54, 0.04], [-2.32, -4.03, 4.53], [-1.38, -4.65, 5.54], [-0.55, -5.49, 5.23], [-1.49, -4.23, 6.83], [-2.41, -3.26, 7.38], [-2.12, -4.46, 3.56], [-3.36, -4.25, 4.80], [-2.17, -2.95, 4.48], [-0.84, -4.68, 7.45], [-1.86, -2.44, 7.84], [-3.03, -3.73, 8.15], [-3.06, -2.86, 6.61], [-6.55, -5.77, 2.24], [-6.05, -5.56, 3.65], [-4.93, -5.13, 3.88], [-6.90, -5.86, 4.66], [-8.25, -6.39, 4.57], [-5.76, -5.49, 1.55], [-6.79, -6.83, 2.09], [-7.43, -5.16, 2.04], [-6.51, -5.70, 5.57], [-8.95, -5.70, 5.05], [-8.31, -7.35, 5.08], [-8.55, -6.52, 3.54], [2.30, -6.07, 6.42], [3.10, -5.41, 7.52], [2.65, -5.27, 8.65], [4.34, -4.96, 7.21], [5.03, -5.03, 5.94], [1.34, -6.37, 6.81], [2.13, -5.37, 5.60], [2.82, -6.95, 6.05], [4.82, -4.53, 7.99], [5.96, -5.60, 6.05], [5.28, -4.03, 5.59], [4.41, -5.51, 5.19], [-4.92, -10.30, 0.18], [-5.34, -9.51, 1.39], [-6.48, -9.09, 1.52], [-4.41, -9.28, 2.34], [-3.02, -9.69, 2.37], [-5.77, -10.40, -0.49], [-4.12, -9.79, -0.36], [-4.58, -11.30, 0.47], [-4.76, -8.74, 3.12], [-2.83, -10.31, 3.24], [-2.37, -8.81, 2.42], [-2.77, -10.26, 1.48], [8.01, 5.11, -2.31], [7.00, 6.14, -2.76], [7.09, 6.72, -3.82], [5.96, 6.40, -1.92], [5.67, 5.80, -0.63], [8.77, 5.02, -3.09], [8.49, 5.42, -1.38], [7.54, 4.14, -2.17], [5.32, 7.09, -2.27], [4.69, 5.31, -0.65], [5.64, 6.57, 0.14], [6.42, 5.07, -0.35], [7.61, 8.17, -6.58], [8.55, 8.63, -7.66], [8.72, 8.01, -8.69], [9.22, 9.80, -7.44], [9.16, 10.67, -6.28], [7.15, 7.23, -6.89], [8.14, 7.99, -5.64], [6.82, 8.90, -6.41], [9.84, 10.05, -8.19], [8.83, 11.66, -6.58], [10.14, 10.76, -5.82], [8.46, 10.27, -5.54]], "lowdin_charge": [-0.0770, -0.2197, -0.1942, -0.1132, -0.1098, -0.0900, 0.0855, -0.0605, -0.0348, -0.4913, 0.1091, 0.1108, -0.2364, -0.0798, -0.1615, -0.1949, -0.0890, -0.0003, -0.1621, -0.1315, -0.2598, -0.5538, 0.6186, 0.0721, 0.0765, 0.0723, 0.1106, 0.0986, 0.1201, 0.1295, 0.1490, 0.1301, 0.1203, 0.1238, 0.1219, 0.1272, 0.1338, 0.1652, 0.1113, 0.1269, 0.1088, 0.0998, 0.0805, 0.0793, 0.0369, 0.1290, 0.1367, 0.1326, 0.1093, 0.0969, 0.1112, 0.0978, 0.0684, 0.0777, -0.0386, -0.5354, 0.0161, 0.0124, -0.0763, 0.0787, 0.0475, 0.0604, 0.1389, 0.0817, 0.0828, 0.0707, -0.0034, -0.5323, 0.0026, 0.0144, -0.0655, 0.0824, 0.0574, 0.0872, 0.1397, 0.0831, 0.0857, 0.0757, -0.0202, -0.5516, 0.0256, 0.0007, -0.0837, 0.0668, 0.0773, 0.0868, 0.1361, 0.0818, 0.0788, 0.0693, -0.0093, -0.5475, 0.0156, 0.0141, -0.0689, 0.0821, 0.0838, 0.0858, 0.1368, 0.0853, 0.0854, 0.0704, -0.0051, -0.5414, 0.0393, 0.0063, -0.0712, 0.0861, 0.0873, 0.0828, 0.1360, 0.0587, 0.0892, 0.0759, -0.0234, -0.5538, 0.0288, 0.0021, -0.0809, 0.0809, 0.0623, 0.0851, 0.1372, 0.0812, 0.0816, 0.0694], "e_lumo_ev": -3.57, "e_homo_ev": -10.3, "total_charge": 1, "gap_ha": 0.2470, "energy_ev": -80902.777}



# 2
{"formula": "C35H73N4O4", "method": "the ωB97M-V functional and the def2-TZVPD basis", "elements": ["O", "H", "C", "C", "C", "C", "C", "C", "N", "O", "C", "C", "C", "H", "H", "H", "H", "H", "H", "H", "H", "H", "H", "H", "H", "H", "H", "H", "H", "H", "H", "C", "C", "C", "C", "C", "C", "N", "O", "C", "C", "C", "H", "H", "H", "H", "H", "H", "H", "H", "H", "H", "H", "H", "H", "H", "H", "H", "H", "H", "C", "C", "C", "C", "C", "C", "N", "O", "C", "C", "C", "H", "H", "H", "H", "H", "H", "H", "H", "H", "H", "H", "H", "H", "H", "H", "H", "H", "H", "C", "C", "C", "N", "C", "C", "C", "C", "C", "H", "H", "H", "H", "H", "H", "H", "H", "H", "H", "H", "H", "H", "H", "H", "H", "H", "H"], "xyz": [[0.46, 0.16, 0.51], [0.95, -0.19, 1.26], [-1.49, 1.51, -2.13], [-2.72, 0.77, -2.69], [-3.62, 1.78, -3.35], [-3.36, 2.29, -4.77], [-3.28, 1.11, -5.74], [-2.11, 0.19, -5.27], [-2.30, -0.22, -3.78], [-1.44, -0.99, -3.36], [-0.75, 0.85, -5.46], [-2.16, -1.14, -6.09], [-3.52, 0.03, -1.60], [-0.82, 0.73, -1.76], [-1.65, 2.19, -1.29], [-0.86, 2.10, -2.79], [-3.71, 2.72, -2.79], [-4.68, 1.51, -3.29], [-2.41, 2.81, -4.65], [-4.05, 3.00, -5.20], [-3.08, 1.34, -6.79], [-4.19, 0.50, -5.77], [-0.71, 1.48, -6.35], [0.10, 0.17, -5.38], [-0.41, 1.58, -4.73], [-2.95, -1.79, -5.70], [-1.21, -1.64, -5.94], [-2.40, -0.98, -7.13], [-3.03, -0.89, -1.28], [-4.54, -0.32, -1.76], [-3.59, 0.54, -0.63], [-2.70, 3.17, 2.93], [-1.63, 2.17, 3.47], [-0.25, 2.55, 2.86], [0.95, 1.98, 3.56], [0.80, 1.69, 5.06], [-0.31, 2.50, 5.80], [-1.59, 2.10, 5.01], [-2.73, 2.07, 5.44], [-0.13, 4.01, 5.79], [-0.52, 1.98, 7.29], [-2.14, 0.82, 2.98], [-2.79, 3.14, 1.85], [-2.45, 4.20, 3.17], [-3.70, 3.02, 3.36], [-0.16, 3.63, 2.76], [-0.28, 2.15, 1.84], [1.82, 2.63, 3.48], [1.27, 1.14, 2.95], [1.69, 2.03, 5.60], [0.64, 0.63, 5.24], [0.62, 4.31, 6.51], [-1.02, 4.53, 6.15], [0.05, 4.43, 4.80], [-1.31, 2.50, 7.82], [0.44, 2.08, 7.81], [-0.78, 0.92, 7.31], [-1.92, 0.78, 1.91], [-3.23, 0.75, 2.96], [-1.74, -0.05, 3.50], [4.63, -1.73, -0.25], [4.38, -0.23, -0.32], [5.81, 0.44, -0.68], [5.61, 1.87, -1.24], [4.59, 1.81, -2.41], [3.17, 1.31, -2.15], [3.35, -0.01, -1.40], [2.64, -0.93, -1.73], [2.52, 1.00, -3.50], [2.35, 2.28, -1.28], [3.94, 0.40, 0.99], [3.76, -2.29, 0.12], [5.41, -1.99, 0.46], [4.95, -2.20, -1.18], [6.25, -0.17, -1.47], [6.61, 0.40, 0.06], [6.55, 2.04, -1.77], [5.45, 2.71, -0.56], [5.09, 1.25, -3.20], [4.49, 2.87, -2.66], [3.13, 0.38, -4.15], [2.31, 1.97, -3.96], [1.56, 0.48, -3.45], [1.31, 1.94, -1.30], [2.23, 3.26, -1.75], [2.71, 2.32, -0.26], [4.37, -0.08, 1.87], [2.87, 0.37, 1.18], [4.36, 1.41, 0.96], [-2.25, -4.63, -2.29], [-1.32, -3.81, -1.34], [-0.76, -4.75, -0.28], [-0.45, -4.05, 1.06], [0.64, -3.08, 0.70], [-1.66, -3.39, 1.70], [-1.61, -3.68, 3.22], [-0.30, -4.41, 3.46], [-0.02, -5.06, 2.16], [-2.64, -3.89, -2.99], [-3.03, -5.05, -1.66], [-1.67, -5.42, -2.75], [-1.83, -2.94, -0.94], [-0.50, -3.39, -1.93], [0.13, -5.34, -0.50], [-1.51, -5.46, 0.07], [1.40, -3.56, 0.10], [1.05, -2.67, 1.63], [0.24, -2.28, 0.08], [-1.56, -2.31, 1.61], [-2.57, -3.76, 1.23], [-1.56, -2.66, 3.60], [-2.52, -4.16, 3.59], [0.51, -3.71, 3.67], [-0.31, -5.12, 4.29], [0.97, -5.47, 1.97], [-0.67, -5.94, 2.05]], "lowdin_charge": [-0.4476, -0.1528, -0.0061, -0.3985, -0.1508, -0.1498, -0.1068, -0.4082, 0.0965, 0.1927, -0.0088, 0.0044, 0.0069, 0.0663, 0.1086, 0.0786, 0.1399, 0.1289, 0.1113, 0.1340, 0.1352, 0.1342, 0.1245, 0.0909, 0.0654, 0.0954, 0.0865, 0.1100, 0.0686, 0.1016, 0.0975, -0.0052, -0.4030, -0.1407, -0.1639, -0.1035, -0.3917, 0.0516, 0.2262, 0.0166, 0.0072, -0.0237, 0.0999, 0.0950, 0.0925, 0.1149, 0.0938, 0.1215, 0.0871, 0.1338, 0.1235, 0.1174, 0.1076, 0.0888, 0.0943, 0.1014, 0.0898, 0.0753, 0.0937, 0.0841, -0.0255, -0.3970, -0.0887, -0.1532, -0.1160, -0.4139, 0.0405, 0.2012, -0.0161, 0.0153, -0.0067, 0.0743, 0.1085, 0.1009, 0.1209, 0.1385, 0.1248, 0.1183, 0.1314, 0.1366, 0.1038, 0.1096, 0.0627, 0.0589, 0.1082, 0.0793, 0.1119, 0.0563, 0.0840, -0.0561, -0.2343, -0.1125, -0.2408, -0.0075, -0.0802, -0.1175, -0.1510, -0.0972, 0.0652, 0.0824, 0.0898, 0.0885, 0.1042, 0.1436, 0.1284, 0.1060, 0.1042, 0.0658, 0.1168, 0.1363, 0.0971, 0.1274, 0.1157, 0.1365, 0.1454, 0.1420], "e_lumo_ev": -10.14, "e_homo_ev": -14.2, "total_charge": 3, "gap_ha": 0.1499, "de_lowest_kcal_mol": 0.0, "energy_ev": -51595.051}



# 3
{"formula": "C35H74AlO7", "method": "the ωB97M-V functional and the def2-TZVPD basis", "elements": ["C", "O", "C", "C", "C", "C", "C", "C", "C", "C", "C", "C", "Al", "H", "H", "H", "H", "H", "H", "H", "H", "H", "H", "H", "H", "H", "H", "H", "H", "H", "H", "H", "H", "H", "H", "H", "H", "H", "H", "C", "C", "C", "O", "C", "H", "H", "H", "H", "H", "H", "H", "H", "C", "C", "C", "O", "C", "H", "H", "H", "H", "H", "H", "H", "H", "C", "C", "C", "O", "C", "H", "H", "H", "H", "H", "H", "H", "H", "C", "C", "C", "O", "C", "H", "H", "H", "H", "H", "H", "H", "H", "C", "C", "C", "O", "C", "H", "H", "H", "H", "H", "H", "H", "H", "C", "C", "C", "O", "C", "H", "H", "H", "H", "H", "H", "H", "H"], "xyz": [[-1.57, -0.01, 1.65], [-1.10, 1.30, 1.95], [-0.24, 1.85, 0.96], [-1.00, 2.49, -0.21], [-1.18, 1.52, -1.39], [-0.68, 2.01, -2.73], [-1.07, 1.08, -3.87], [-0.34, -0.27, -3.74], [-1.23, -1.50, -3.64], [-2.07, -1.57, -2.37], [-1.28, -1.99, -1.13], [-0.76, -3.44, -1.12], [1.12, -3.41, -0.37], [-2.64, 0.01, 1.44], [-1.05, -0.45, 0.80], [-1.40, -0.64, 2.52], [0.36, 2.60, 1.48], [0.45, 1.09, 0.60], [-1.99, 2.71, 0.19], [-0.51, 3.42, -0.51], [-2.24, 1.29, -1.49], [-0.67, 0.58, -1.17], [-1.05, 3.02, -2.92], [0.42, 2.07, -2.73], [-2.15, 0.93, -3.87], [-0.81, 1.55, -4.81], [0.29, -0.40, -4.62], [0.35, -0.23, -2.90], [-1.89, -1.52, -4.51], [-0.59, -2.38, -3.70], [-2.88, -2.29, -2.52], [-2.55, -0.60, -2.18], [-1.94, -1.86, -0.27], [-0.45, -1.28, -0.98], [-1.43, -4.06, -0.52], [-0.81, -3.85, -2.13], [1.67, -4.88, 0.08], [1.06, -2.46, 0.97], [2.11, -2.72, -1.48], [-6.67, 2.51, 0.22], [-5.91, 3.06, 1.43], [-4.68, 2.16, 1.45], [-4.42, 1.82, 0.09], [-5.52, 2.18, -0.73], [-7.38, 3.21, -0.21], [-7.20, 1.60, 0.49], [-5.62, 4.10, 1.25], [-6.47, 3.02, 2.36], [-4.86, 1.25, 2.02], [-3.79, 2.65, 1.86], [-5.25, 3.05, -1.34], [-5.75, 1.35, -1.40], [0.71, -0.18, 4.63], [1.50, 0.39, 5.82], [2.77, -0.43, 5.77], [3.00, -0.74, 4.39], [1.83, -0.43, 3.63], [-0.05, 0.49, 4.24], [0.23, -1.12, 4.92], [1.73, 1.45, 5.64], [0.97, 0.31, 6.77], [2.67, -1.37, 6.33], [3.64, 0.10, 6.16], [2.02, 0.47, 3.04], [1.63, -1.25, 2.94], [4.83, -0.48, -6.08], [4.16, -1.36, -7.13], [2.72, -1.40, -6.61], [2.50, -0.15, -5.97], [3.74, 0.54, -5.78], [5.76, -0.02, -6.42], [5.05, -1.07, -5.18], [4.20, -0.88, -8.11], [4.60, -2.36, -7.21], [2.58, -2.20, -5.88], [1.99, -1.52, -7.41], [3.79, 1.39, -6.48], [3.77, 0.92, -4.77], [-3.47, -8.52, -1.93], [-3.15, -8.37, -0.44], [-2.14, -7.23, -0.47], [-2.50, -6.40, -1.57], [-3.45, -7.07, -2.39], [-4.42, -9.01, -2.13], [-2.68, -9.09, -2.43], [-4.05, -8.07, 0.11], [-2.75, -9.27, 0.01], [-1.12, -7.60, -0.62], [-2.15, -6.62, 0.44], [-4.43, -6.59, -2.26], [-3.15, -6.95, -3.44], [3.74, 2.19, 0.92], [4.38, 1.76, 2.23], [5.60, 2.67, 2.29], [5.23, 3.88, 1.63], [3.99, 3.69, 0.93], [2.68, 1.94, 0.85], [4.25, 1.72, 0.08], [3.72, 1.97, 3.07], [4.64, 0.70, 2.27], [6.45, 2.22, 1.76], [5.91, 2.90, 3.31], [3.20, 4.22, 1.47], [4.08, 4.12, -0.07], [2.17, 4.61, 4.66], [1.29, 3.81, 3.70], [-0.03, 3.76, 4.46], [-0.10, 4.97, 5.22], [1.18, 5.62, 5.21], [3.03, 5.08, 4.18], [2.54, 3.96, 5.46], [1.16, 4.35, 2.77], [1.69, 2.82, 3.47], [-0.06, 2.91, 5.15], [-0.89, 3.69, 3.80], [1.12, 6.51, 4.57], [1.41, 5.95, 6.23]], "lowdin_charge": [-0.0767, -0.2021, -0.2322, -0.1372, -0.2028, -0.2175, -0.2057, -0.2008, -0.2062, -0.2140, -0.3376, -0.3462, 0.1504, 0.0787, 0.0466, 0.0830, 0.0862, 0.1185, 0.0942, 0.1069, 0.0976, 0.0756, 0.1053, 0.1138, 0.1051, 0.0997, 0.0890, 0.1062, 0.1057, 0.1010, 0.1077, 0.0792, 0.0886, 0.0359, 0.0196, 0.0256, -0.1703, -0.1298, -0.1510, -0.1721, -0.1678, -0.2073, -0.1583, -0.2026, 0.1069, 0.1117, 0.1127, 0.1087, 0.1187, 0.1125, 0.1183, 0.1182, -0.1611, -0.1697, -0.2113, -0.1412, -0.1894, 0.0914, 0.1174, 0.0884, 0.1097, 0.1140, 0.1116, 0.0903, 0.0839, -0.1714, -0.1742, -0.2042, -0.1527, -0.2075, 0.1065, 0.1163, 0.1087, 0.1084, 0.1233, 0.1149, 0.1135, 0.1183, -0.1778, -0.1750, -0.2000, -0.1429, -0.2141, 0.1039, 0.1098, 0.1093, 0.1060, 0.1224, 0.1186, 0.1147, 0.1152, -0.1472, -0.1676, -0.2010, -0.1480, -0.1993, 0.0916, 0.1196, 0.0894, 0.1207, 0.1151, 0.1130, 0.0986, 0.1150, -0.1612, -0.1857, -0.1856, -0.1386, -0.2090, 0.1109, 0.1104, 0.1075, 0.0855, 0.1073, 0.1170, 0.1153, 0.1131], "e_lumo_ev": 2.42, "e_homo_ev": -4.6, "total_charge": -1, "gap_ha": 0.2565, "energy_ev": -58422.200}